This record from OMol25 describes C26H27N4O4Zr as an isolated structure at a distorted geometry. The level of theory is wB97M-V/def2-TZVPD.

Structure (XYZ):
```
62
Properties=species:S:1:pos:R:3:forces:R:3:nbo_charge:R:1
Zr 10.59439 11.78142 6.47423 0.7 -0.8 -1.1 2.43
C 12.62004 12.50613 4.12673 -0.4 -0.2 0.0 -0.62
C 13.34939 13.58338 4.91570 -0.5 0.1 0.1 -0.05
C 14.53962 14.14019 4.43608 -0.1 -0.6 -0.1 -0.21
C 15.19320 15.16878 5.08504 0.0 0.5 0.2 -0.18
C 14.70782 15.61969 6.30744 -1.1 -0.8 -0.7 -0.20
C 13.54186 15.03214 6.85066 -0.3 0.5 -0.1 0.01
C 13.07280 15.48837 8.21328 -0.5 0.8 -1.0 -0.64
C 12.76199 14.12043 6.10203 1.5 0.2 -0.2 0.17
N 11.39994 13.81819 6.48760 -0.5 -1.4 -0.7 -0.86
C 10.49900 14.86450 6.53099 1.4 1.5 0.4 0.63
O 10.79721 16.05594 6.59520 -0.9 -1.5 -0.5 -0.55
C 9.08778 14.38667 6.69346 -0.2 0.6 -0.2 0.15
C 8.16332 15.22076 7.30859 -0.2 -1.6 -1.6 -0.21
C 6.94758 14.60813 7.61818 -1.4 1.7 1.5 -0.10
C 6.66870 13.26145 7.42367 1.5 0.3 -0.3 -0.21
C 7.65779 12.57934 6.71912 -1.2 -0.9 -0.1 0.17
N 8.81752 13.12754 6.30260 -0.5 0.5 1.5 -0.61
C 7.49302 11.08570 6.49343 -0.4 -1.7 -0.1 0.62
O 6.41794 10.47618 6.60476 1.8 1.9 -0.3 -0.57
N 8.73174 10.50883 6.24629 0.4 1.2 0.9 -0.85
C 8.82367 9.09858 6.11287 1.6 -1.3 -1.0 0.17
C 9.72131 8.61564 5.10575 -1.3 0.1 -0.2 -0.04
C 10.64156 9.52164 4.31298 -1.0 -0.1 -0.9 -0.66
C 9.64935 7.27450 4.71152 0.2 0.4 0.1 -0.20
C 8.79168 6.38280 5.34810 -0.3 -0.3 -0.2 -0.19
C 8.09330 6.79438 6.46826 0.4 0.9 -0.3 -0.19
C 8.20091 8.12260 6.91297 -0.5 0.5 -0.3 -0.02
C 7.61296 8.47594 8.23544 0.8 -1.3 0.2 -0.63
H 12.88033 11.43005 4.36954 -0.2 1.3 -0.1 0.25
H 12.68111 12.64406 3.03268 0.3 -0.1 0.5 0.26
H 11.53436 12.71771 4.29124 0.1 -0.5 0.0 0.18
H 14.98260 13.81266 3.49696 -0.4 -0.2 0.1 0.22
H 16.03946 15.63159 4.56338 -0.3 -0.1 0.5 0.23
H 15.05572 16.53461 6.74613 0.5 0.0 0.5 0.23
H 12.32268 14.79267 8.55872 -0.2 -0.2 0.4 0.19
H 12.56972 16.48451 8.14161 0.6 -0.7 0.2 0.25
H 13.91838 15.51086 8.88149 0.1 0.1 0.4 0.23
H 8.41755 16.26226 7.27038 -0.2 0.4 0.8 0.28
H 6.18064 15.22559 8.15006 0.7 -0.5 -0.6 0.25
H 5.81733 12.74796 7.86321 0.1 0.1 -0.5 0.28
H 10.16838 10.50025 3.97967 0.3 -0.9 0.3 0.22
H 10.88663 8.94864 3.37988 0.1 0.9 0.7 0.27
H 11.55399 9.69713 4.86551 0.5 0.1 0.0 0.23
H 10.26080 6.98229 3.85464 -0.2 -0.2 0.3 0.22
H 8.61026 5.36797 4.98024 0.4 0.4 0.0 0.23
H 7.38367 6.13853 6.95740 0.3 -0.1 0.2 0.22
H 7.36987 7.53505 8.71141 0.1 -0.1 0.5 0.23
H 6.71178 9.00188 8.17087 -1.2 1.1 -0.1 0.25
H 8.35130 8.97847 8.86107 -0.1 0.2 0.1 0.18
N 10.06947 11.72926 8.68607 0.1 0.7 0.6 -0.89
C 11.16753 11.37097 9.59296 1.0 -0.8 1.2 -0.23
C 11.86699 10.04162 9.31762 0.0 -0.8 -0.9 -0.53
C 12.16699 9.62982 7.81586 1.7 -0.7 -0.3 0.79
O 12.53356 8.52495 7.43882 -1.5 3.1 1.0 -0.50
O 12.25056 10.78825 6.98691 -1.3 -1.6 1.2 -0.91
H 9.89732 12.68922 9.01866 -0.8 -0.4 -0.5 0.42
H 9.27993 11.12664 8.92668 -0.2 0.4 -0.3 0.43
H 10.77328 11.25493 10.62453 0.1 0.4 -0.5 0.22
H 11.88213 12.19505 9.62789 -0.1 0.0 -0.3 0.23
H 11.31948 9.23100 9.86943 0.9 0.4 -0.8 0.25
H 12.90107 10.16572 9.68903 -0.5 -0.4 0.2 0.28
```
Forces are in eV/Å.

- HOMO energy: -11.21 eV
- Orbital gap: 6.72 eV
- 2S+1: 1
- Total charge: +1